1.
Molecular formula: C5H10OS
Method: DFT, the ωB97M-V functional and the def2-TZVPD basis

Values from the calculation:
HOMO-LUMO gap = 10.558 eV
LUMO level = 0.736 eV
structure (SMILES) = CC[C@@H](C)C(=O)S
F_max = 0.0446 hartree/bohr

Structure (ORCA input):
```
! wB97M-V def2-TZVPD RIJCOSX def2/J DEFGRID3
* xyz 0 1
C 1.69160 -0.72671 -0.52333
C 1.06673 -0.28494 0.80035
C -0.37240 0.35822 0.60489
C -0.24416 1.51993 -0.38393
C -1.35740 -0.73719 0.18078
O -0.99952 -1.86441 -0.13515
S -3.05058 -0.09019 0.03860
H 2.29591 -1.63239 -0.33545
H 0.90195 -0.99512 -1.26995
H 2.43581 0.04494 -0.87197
H 1.01488 -1.09835 1.61425
H 1.68127 0.51981 1.22774
H -0.80780 0.68511 1.66013
H -1.23587 2.00331 -0.55021
H 0.50934 2.22425 -0.09767
H 0.08044 1.17825 -1.37657
H -3.61021 -1.10454 -0.58250
*
```

***

2.
Molecular formula: C7H15NO
Method: DFT, the ωB97M-V functional and the def2-TZVPD basis

Values from the calculation:
HOMO-LUMO gap = 10.871 eV
LUMO level = 0.841 eV
structure (SMILES) = CC(C)CN=C=O.CC
F_max = 0.0628 hartree/bohr

Structure (ORCA input):
```
! wB97M-V def2-TZVPD RIJCOSX def2/J DEFGRID3
* xyz 0 1
C 0.44974 1.73106 -1.39586
C 0.25900 1.98384 0.09775
C 0.85085 3.32505 0.52318
C 0.88274 0.84012 0.91301
N 0.07367 -0.35206 0.86229
C -1.03190 -0.57165 1.34887
O -1.99006 -0.72874 1.99173
H 1.50886 1.75279 -1.65350
H -0.05883 2.49311 -1.98469
H 0.04769 0.75835 -1.67383
H -0.81491 1.99820 0.31653
H 0.41766 4.13483 -0.06196
H 1.92979 3.33781 0.36756
H 0.65184 3.52496 1.57531
H 1.86205 0.57941 0.50982
H 1.01649 1.14446 1.95507
C -1.18359 -2.86390 0.08673
C -0.38500 -3.61152 -0.98279
H -0.43531 -1.99337 0.30420
H -1.33841 -3.49673 0.95948
H -2.16145 -2.58230 -0.29815
H -0.90740 -4.51530 -1.29600
H 0.59330 -3.90196 -0.60209
H -0.23680 -2.98645 -1.86268
*
```

***

3.
Molecular formula: C30H85InN5NaO14S
Method: DFT, the ωB97M-V functional and the def2-TZVPD basis

Values from the calculation:
HOMO-LUMO gap = 1.428 eV
LUMO level = -10.684 eV
F_max = 0.0651 hartree/bohr

Structure (ORCA input):
```
! wB97M-V def2-TZVPD RIJCOSX def2/J DEFGRID3
* xyz 2 1
In 2.53476 2.60840 -4.52421
Na -1.13962 -3.78791 -4.62824
S -0.39505 -0.54620 -0.50919
O 0.81428 -0.99231 -1.15538
O -0.19627 0.90735 -0.45753
O -1.44460 -0.88327 -1.44188
O -0.51823 -1.18275 0.82007
C 8.44561 -3.89893 -4.67357
C 7.34627 -3.32302 -5.43633
C 6.09551 -4.28889 -5.53164
O 6.37962 -5.62234 -6.00425
C 6.65994 -5.63250 -7.37628
N 6.94356 -2.02969 -4.82106
H 8.88305 -4.76219 -5.17510
H 8.15136 -4.09410 -3.64235
H 9.19277 -3.11178 -4.57238
H 7.76846 -3.15884 -6.42775
H 5.38068 -3.74449 -6.14868
H 5.53712 -4.30138 -4.59561
H 5.77209 -5.37897 -7.95554
H 6.93677 -6.65703 -7.62488
H 7.46023 -4.93449 -7.62208
H 7.80664 -1.50513 -4.81815
H 6.78591 -2.31353 -3.86466
C -4.89810 4.75279 -7.44738
C -3.57936 5.39176 -6.95225
C -3.93428 6.79343 -6.32263
O -2.67344 7.46515 -6.15175
C -2.79630 8.89968 -6.15167
N -3.10391 4.43621 -5.93972
H -5.23186 5.23956 -8.36375
H -5.73129 4.86776 -6.75407
H -4.72486 3.73217 -7.78861
H -2.84866 5.51539 -7.75156
H -4.49090 6.75583 -5.38622
H -4.53590 7.36574 -7.02875
H -3.01649 9.38745 -7.10125
H -1.87896 9.30674 -5.72638
H -3.60729 9.11724 -5.45664
H -3.15414 3.55231 -6.42582
H -3.77754 4.22497 -5.21743
C 3.44618 -6.79969 8.51754
C 3.39542 -6.84680 7.01466
C 3.31173 -8.27892 6.44637
O 4.41455 -9.16120 6.86031
C 4.23966 -10.52057 6.34707
N 2.19315 -6.09731 6.61794
H 4.38247 -7.31154 8.74001
H 2.59698 -7.25570 9.02649
H 3.66709 -5.82285 8.94774
H 4.20882 -6.24469 6.60976
H 3.23212 -8.29452 5.35940
H 2.40768 -8.84436 6.67237
H 4.77740 -10.62699 5.40494
H 3.19783 -10.75510 6.12882
H 4.68907 -11.18376 7.08619
H 2.06393 -6.26810 5.63090
H 2.19325 -5.11953 6.87100
C 1.95298 8.78595 0.09798
C 2.65245 7.57623 -0.56780
C 3.54154 6.77262 0.44111
O 4.01646 5.57453 -0.23092
C 5.19416 4.95887 0.32361
N 1.65555 6.71877 -1.16781
H 1.34023 9.24438 -0.67823
H 2.60214 9.54092 0.54151
H 1.28960 8.42357 0.88327
H 3.27334 7.89529 -1.40493
H 2.90117 6.45744 1.26494
H 4.39646 7.35226 0.78927
H 5.35705 4.07163 -0.28826
H 5.07043 4.71657 1.37911
H 6.12441 5.52401 0.26580
H 1.00765 6.45975 -0.43758
H 1.01587 7.26862 -1.72331
C -8.96540 4.56302 -2.10816
C -8.69161 3.17011 -1.57568
C -9.58266 2.06791 -2.21173
O -10.93943 2.18874 -1.74989
C -11.82737 1.20592 -2.25092
N -7.28232 2.94931 -1.84075
H -8.38026 5.37121 -1.66938
H -10.01409 4.84915 -2.02768
H -8.72894 4.55755 -3.17218
H -8.76549 3.21452 -0.48910
H -9.24202 1.08516 -1.88573
H -9.45090 2.01524 -3.29246
H -11.77510 0.98836 -3.31771
H -12.85545 1.53067 -2.09064
H -11.64485 0.23307 -1.79448
H -6.89615 2.19138 -1.29621
H -6.82017 3.77757 -1.49363
C 7.26426 -3.45523 2.46766
C 5.89975 -3.67295 1.86746
O 5.71801 -2.61432 0.90903
H 8.00646 -3.29466 1.68570
H 7.58619 -4.30305 3.07237
H 7.25416 -2.58510 3.12410
H 5.10588 -3.69182 2.61413
H 5.78622 -4.62441 1.34790
H 4.80291 -2.60365 0.61908
C -4.10481 5.75360 4.50850
C -2.68078 5.48491 4.08053
O -2.67621 5.28537 2.64785
H -4.14577 5.82115 5.59564
H -4.72985 4.92490 4.17581
H -4.41039 6.69430 4.05047
H -2.16052 4.60870 4.46742
H -2.09563 6.36457 4.34870
H -2.17026 4.49646 2.43993
C -7.69407 -1.70335 2.94909
C -6.32770 -1.62748 2.26454
O -5.35614 -2.18017 3.08500
H -7.97710 -2.74461 3.10327
H -8.45170 -1.31309 2.26953
H -7.81885 -1.12178 3.86248
H -5.96916 -0.60996 2.10892
H -6.25568 -2.20667 1.34396
H -4.48576 -2.08379 2.69161
C 3.81582 0.65562 6.54122
C 2.66146 0.92457 5.50627
O 1.50170 0.16421 5.77787
H 4.74324 1.20597 6.38275
H 3.97644 -0.42218 6.56652
H 3.40318 0.93887 7.50952
H 3.06584 0.62698 4.53879
H 2.36594 1.96944 5.60116
H 1.08368 -0.04183 4.93858
C 0.06402 -8.73580 0.29901
C -0.59248 -7.55961 0.82343
O 0.39043 -6.61178 1.19294
H -0.59224 -9.60105 0.20539
H 0.93445 -8.99005 0.90382
H 0.54063 -8.58591 -0.66974
H -1.15784 -8.02476 1.63096
H -1.27317 -7.20981 0.04729
H -0.00876 -5.73963 1.15317
*
```

***

4.
Molecular formula: C28H28ClN2O7SeTa
Method: DFT, the ωB97M-V functional and the def2-TZVPD basis

Values from the calculation:
HOMO-LUMO gap = 7.420 eV
LUMO level = -0.995 eV
F_max = 0.0207 hartree/bohr

Structure (ORCA input):
```
! wB97M-V def2-TZVPD RIJCOSX def2/J DEFGRID3
* xyz 0 1
Ta -0.20080 0.67471 0.33090
C -1.67894 -0.50947 3.49208
O -0.44844 -0.43947 2.78222
C 0.68086 -0.23060 3.52759
C 0.72832 -0.12544 4.90677
C 1.96304 0.07060 5.51645
C 3.13056 0.15519 4.77609
C 3.08253 0.04392 3.39468
C 1.85708 -0.14368 2.78663
N 1.67421 -0.27364 1.38162
N 2.55371 -0.93645 0.79575
C 2.27790 -1.35729 -0.50096
C 0.97008 -1.66104 -0.86954
O -0.07978 -1.25282 -0.14499
C 0.72818 -2.45712 -2.01989
C 1.76939 -2.84964 -2.80075
C 3.11528 -2.51102 -2.48410
C 4.18810 -2.90931 -3.31045
C 5.47703 -2.59574 -2.97565
C 5.73814 -1.87343 -1.79712
C 4.71558 -1.46931 -0.98036
C 3.38142 -1.78043 -1.30885
H -1.65991 -1.34467 4.19453
H -2.44559 -0.67550 2.74375
H -1.86931 0.42426 4.02343
H -0.16614 -0.18918 5.50787
H 2.00277 0.16708 6.59341
H 4.07711 0.32405 5.27017
H 3.96819 0.13245 2.78339
H -0.29598 -2.70087 -2.26229
H 1.58309 -3.43437 -3.69347
H 3.97229 -3.46681 -4.21371
H 6.29642 -2.89876 -3.61364
H 6.75909 -1.62689 -1.53647
H 4.92112 -0.90093 -0.08395
O 1.25865 1.84055 -0.39275
Se 1.54573 2.93235 0.94009
O 1.14341 4.41095 0.51775
O 0.24554 2.13972 1.74328
O 2.95019 2.60458 1.61592
Cl -4.80231 -1.83318 -5.16833
C -3.59562 -1.06111 -4.17901
C -2.91136 0.03936 -4.66764
C -1.95464 0.64194 -3.86863
C -1.65786 0.17840 -2.58380
C -0.58831 0.90183 -1.79744
C -2.37308 -0.92599 -2.12572
C -3.33458 -1.54815 -2.91298
H -3.12632 0.41477 -5.65847
H -1.41895 1.50320 -4.25060
H -0.67063 1.97946 -1.98050
H 0.39295 0.64673 -2.22250
H -2.19682 -1.31724 -1.13529
H -3.88235 -2.40361 -2.54118
C -2.55864 3.26245 0.93985
C -3.12185 1.86642 0.74113
C -4.03082 1.46789 1.89341
C -3.85535 1.75627 -0.58423
O -2.01159 0.91730 0.72891
H -2.00357 3.34193 1.87235
H -1.88876 3.53878 0.12236
H -3.38003 3.98081 0.95361
H -4.91713 2.10425 1.90200
H -3.52311 1.58752 2.84886
H -4.36087 0.43481 1.78202
H -4.68447 2.46653 -0.58862
H -4.25627 0.75555 -0.73775
H -3.19779 1.99661 -1.41723
*
```

***

5.
Molecular formula: C27H29Cl2N5
Method: DFT, the ωB97M-V functional and the def2-TZVPD basis

Values from the calculation:
HOMO-LUMO gap = 9.750 eV
LUMO level = 0.226 eV
structure (SMILES) = c1ccncc1.c1ccncc1.c1ccncc1.c1ccncc1.c1ccncc1.ClCCCl
F_max = 0.0745 hartree/bohr

Structure (ORCA input):
```
! wB97M-V def2-TZVPD RIJCOSX def2/J DEFGRID3
* xyz 0 1
C -3.03173 1.76457 14.44306
C -4.30173 1.79870 15.07200
C -5.31881 0.95320 14.53498
N -5.09361 0.04234 13.55415
C -3.78403 0.01673 13.00134
C -2.82938 0.95877 13.37874
H -2.29734 2.43587 14.86309
H -4.52428 2.41556 15.93011
H -6.31440 1.18992 14.88018
H -3.70927 -0.64818 12.15357
H -1.82842 0.97813 12.97363
C -2.62055 -4.14167 8.48260
C -2.68910 -3.55091 7.24293
C -3.69784 -3.95718 6.34562
N -4.56295 -4.91262 6.67959
C -4.48071 -5.52722 7.94739
C -3.52870 -5.17385 8.85043
H -1.77964 -3.81769 9.07783
H -2.03083 -2.70516 7.10956
H -3.71683 -3.43255 5.40179
H -5.01723 -6.46452 7.95232
H -3.44081 -5.78554 9.73616
C -7.62311 1.26799 7.78101
C -8.35379 0.63490 6.74491
C -9.56961 1.22661 6.33013
N -10.07258 2.41043 6.85505
C -9.38179 2.90793 7.93583
C -8.11739 2.40878 8.42026
H -6.69745 0.83835 8.13450
H -8.05321 -0.19903 6.12799
H -10.17685 0.90896 5.49541
H -9.72413 3.89955 8.19252
H -7.53809 2.97904 9.13133
C 5.34341 0.70402 12.70972
C 4.09811 1.34874 12.62185
C 4.04040 2.58806 12.05745
N 5.13375 3.32023 11.63616
C 6.33453 2.66438 11.74035
C 6.45974 1.35672 12.22851
H 5.47213 -0.28924 13.11377
H 3.21776 0.73786 12.75682
H 3.07011 3.05789 11.99274
H 7.17264 3.18812 11.30484
H 7.44678 0.91967 12.19492
C -12.17395 -0.02259 15.78533
C -13.32540 -0.54931 16.38780
C -14.49749 -0.18765 15.79305
N -14.58847 0.56617 14.67964
C -13.47753 0.89223 14.01501
C -12.19864 0.55447 14.55461
H -11.18466 -0.25210 16.15278
H -13.40952 -1.16954 17.26794
H -15.41395 -0.27963 16.35701
H -13.57597 1.57665 13.18538
H -11.33945 0.77729 13.93935
Cl 5.50823 6.80821 20.05213
C 4.56417 6.22758 18.68390
C 3.87936 4.73099 18.95426
Cl 2.80303 4.35934 17.60957
H 5.25350 6.20161 17.83995
H 3.84078 7.04029 18.74958
H 3.14808 4.77941 19.76111
H 4.67262 4.02433 19.19811
*
```